ORCA calculation (wB97M-V/def2-TZVPD) on a cluster of 7 separate species, C63H133N7O7 in total.

Structure (ORCA input):
```
! wB97M-V def2-TZVPD RIJCOSX def2/J DEFGRID3
* xyz 0 1
C 13.28 -7.88 -13.89
C 13.24 -8.09 -15.44
C 13.02 -9.64 -15.59
C 12.46 -10.06 -17.02
C 11.25 -9.23 -17.41
C 11.49 -7.75 -17.33
N 12.11 -7.35 -15.97
O 12.22 -5.95 -15.82
C 12.35 -7.21 -18.44
C 10.09 -7.11 -17.34
C 14.61 -7.70 -16.05
H 13.78 -8.61 -13.26
H 12.34 -7.62 -13.41
H 13.96 -7.03 -13.80
H 14.01 -10.08 -15.47
H 12.46 -10.03 -14.74
H 12.19 -11.11 -17.12
H 13.31 -9.96 -17.70
H 10.38 -9.53 -16.83
H 10.92 -9.56 -18.40
H 11.87 -7.47 -19.38
H 12.49 -6.13 -18.34
H 13.27 -7.77 -18.60
H 9.47 -7.21 -16.45
H 10.15 -6.03 -17.53
H 9.52 -7.53 -18.16
H 14.82 -6.65 -15.83
H 14.61 -7.63 -17.13
H 15.41 -8.32 -15.65
H 11.53 -5.84 -15.16
C 12.23 0.67 -11.28
C 12.75 -0.59 -10.44
C 14.04 -1.06 -11.15
C 15.30 -0.14 -10.89
C 15.43 0.01 -9.40
C 14.18 0.48 -8.58
N 12.97 -0.26 -9.00
O 11.81 0.02 -8.27
C 14.43 0.22 -7.05
C 13.99 1.99 -8.75
C 11.66 -1.75 -10.40
H 11.92 0.33 -12.27
H 12.93 1.49 -11.39
H 11.33 1.17 -10.92
H 14.23 -2.10 -10.88
H 13.93 -1.07 -12.24
H 15.23 0.87 -11.29
H 16.21 -0.50 -11.36
H 16.27 0.65 -9.10
H 15.69 -0.99 -9.05
H 13.62 0.67 -6.49
H 14.35 -0.85 -6.87
H 15.43 0.52 -6.75
H 14.77 2.53 -8.21
H 14.23 2.40 -9.73
H 12.98 2.25 -8.42
H 11.53 -2.14 -11.41
H 10.67 -1.59 -9.96
H 12.07 -2.66 -9.97
H 11.60 0.92 -8.51
C 20.82 -4.55 2.20
C 19.59 -4.20 1.41
C 19.27 -2.73 1.90
C 18.42 -1.93 0.99
C 18.97 -1.87 -0.48
C 19.17 -3.26 -1.11
N 19.89 -4.10 -0.10
O 20.30 -5.24 -0.62
C 17.81 -3.80 -1.49
C 20.11 -3.14 -2.37
C 18.44 -5.14 1.75
H 21.06 -5.59 1.98
H 20.63 -4.47 3.27
H 21.72 -4.01 1.94
H 18.68 -2.87 2.81
H 20.13 -2.15 2.24
H 18.36 -0.91 1.36
H 17.39 -2.23 0.84
H 19.93 -1.36 -0.48
H 18.34 -1.22 -1.09
H 17.33 -3.28 -2.31
H 17.88 -4.84 -1.83
H 17.14 -3.75 -0.64
H 20.14 -3.97 -3.07
H 19.88 -2.31 -3.04
H 21.13 -2.99 -1.99
H 18.71 -6.17 1.55
H 17.53 -4.90 1.19
H 18.24 -5.18 2.82
H 21.23 -5.09 -0.79
C 15.13 1.16 -17.66
C 15.41 0.15 -18.80
C 14.06 -0.51 -19.17
C 14.07 -1.23 -20.56
C 14.51 -0.20 -21.62
C 15.85 0.53 -21.36
N 15.93 0.93 -19.92
O 17.11 1.64 -19.75
C 16.89 -0.58 -21.70
C 15.87 1.76 -22.36
C 16.34 -0.98 -18.36
H 15.98 1.76 -17.34
H 14.72 0.70 -16.76
H 14.44 1.93 -17.98
H 13.56 -1.20 -18.49
H 13.36 0.33 -19.22
H 13.07 -1.60 -20.75
H 14.70 -2.12 -20.53
H 13.71 0.53 -21.80
H 14.57 -0.70 -22.58
H 17.89 -0.56 -21.26
H 16.63 -1.58 -21.35
H 17.08 -0.58 -22.78
H 14.97 2.37 -22.24
H 16.69 2.46 -22.20
H 15.98 1.57 -23.42
H 15.92 -1.53 -17.51
H 17.31 -0.59 -18.04
H 16.58 -1.59 -19.22
H 16.81 2.54 -19.62
C 8.55 8.01 -6.49
C 9.03 6.82 -5.64
C 8.50 7.11 -4.20
C 6.98 6.81 -3.97
C 6.75 5.32 -4.43
C 7.10 5.16 -5.94
N 8.48 5.63 -6.19
O 8.93 5.45 -7.44
C 7.14 3.57 -6.15
C 5.88 5.73 -6.69
C 10.60 6.67 -5.71
H 7.47 8.17 -6.46
H 8.81 7.79 -7.52
H 9.15 8.90 -6.32
H 9.04 6.47 -3.51
H 8.66 8.16 -3.94
H 6.38 7.59 -4.43
H 6.75 6.94 -2.91
H 5.75 4.99 -4.17
H 7.36 4.68 -3.79
H 8.10 3.22 -5.76
H 6.36 2.91 -5.78
H 7.22 3.34 -7.21
H 6.07 6.79 -6.84
H 5.98 5.42 -7.73
H 4.89 5.63 -6.25
H 10.86 5.76 -5.17
H 11.17 7.49 -5.27
H 11.01 6.70 -6.71
H 8.20 5.91 -7.87
C 23.87 -5.73 -10.65
C 22.77 -4.67 -10.43
C 22.13 -4.30 -11.81
C 21.06 -5.21 -12.22
C 20.05 -5.21 -11.15
C 20.54 -5.87 -9.84
N 21.70 -5.04 -9.44
O 22.19 -5.52 -8.19
C 19.32 -5.52 -8.81
C 20.76 -7.41 -9.99
C 23.43 -3.40 -9.92
H 24.68 -5.37 -11.29
H 23.44 -6.67 -10.99
H 24.37 -6.04 -9.74
H 21.86 -3.25 -11.94
H 22.91 -4.35 -12.57
H 21.35 -6.22 -12.49
H 20.68 -4.72 -13.12
H 19.15 -5.75 -11.46
H 19.75 -4.18 -10.97
H 19.17 -4.44 -8.77
H 18.36 -5.77 -9.26
H 19.38 -5.94 -7.81
H 19.76 -7.76 -10.26
H 21.39 -7.58 -10.86
H 21.21 -7.87 -9.11
H 22.64 -2.68 -9.73
H 24.04 -2.87 -10.65
H 23.94 -3.57 -8.98
H 21.89 -4.84 -7.59
C 5.77 -1.98 -20.75
C 4.97 -1.54 -19.48
C 3.91 -2.63 -19.33
C 3.13 -2.59 -17.99
C 4.14 -2.64 -16.90
C 5.28 -1.54 -16.90
N 5.88 -1.59 -18.29
O 6.79 -0.53 -18.50
C 4.58 -0.24 -16.38
C 6.45 -1.90 -15.99
C 4.24 -0.15 -19.77
H 6.46 -2.79 -20.51
H 6.36 -1.14 -21.10
H 5.17 -2.18 -21.63
H 3.22 -2.49 -20.16
H 4.41 -3.59 -19.41
H 2.42 -3.41 -17.90
H 2.50 -1.73 -17.75
H 4.56 -3.65 -16.96
H 3.65 -2.64 -15.93
H 4.43 -0.21 -15.30
H 5.00 0.64 -16.87
H 3.55 -0.18 -16.73
H 7.23 -1.14 -16.01
H 6.16 -2.01 -14.95
H 6.85 -2.84 -16.38
H 3.39 -0.11 -20.44
H 5.00 0.54 -20.14
H 3.89 0.26 -18.82
H 7.51 -1.00 -18.93
*
```

SMILES string   CC1(C)CCCC(C)(C)N1O.CC1(C)CCCC(C)(C)N1O.CC1(C)CCCC(C)(C)N1O.CC1(C)CCCC(C)(C)N1O.CC1(C)CCCC(C)(C)N1O.CC1(C)CCCC(C)(C)N1O.CC1(C)CCCC(C)(C)N1O
HOMO level   -7.87 eV
Relative energy (zero: lowest compared OMol25 entry of this formula, charge and spin)   6.611 eV
E_tot   -3389.67623 a.u.